(1)
Formula: C5H16N2O
Source: the Open Molecules 2025 dataset
Level of theory: ωB97M-V/def2-TZVPD

Each atom is followed by the atoms it is bonded to, with distances in Å.
Atoms and positions in Å:
1 C -2.246 0.047 2.622  N2 1.463, H8 1.050, H9 1.154, H10 1.165
2 N -1.131 -0.521 1.864  C1 1.463, C4 1.554, H11 1.017
3 C 0.860 0.956 2.328  C4 1.578, H12 1.111, H13 1.161, H14 1.240
4 C -0.248 0.606 1.260  N2 1.554, C3 1.578, C5 1.443, H15 1.119
5 C 0.310 0.285 -0.031  C4 1.443, N6 1.509, H16 1.104, H17 1.032
6 N -0.865 0.446 -0.965  C5 1.509, C7 1.471, H18 1.077
7 C -0.782 -0.385 -2.177  N6 1.471, H19 1.183, H20 1.022, H21 1.003
8 H -2.491 -0.583 3.425  C1 1.050
9 H -2.045 1.011 3.225  C1 1.154
10 H -3.286 0.109 2.100  C1 1.165
11 H -0.663 -1.158 2.504  N2 1.017
12 H 0.982 0.029 2.928  C3 1.111
13 H 0.542 1.800 3.059  C3 1.161
14 H 1.986 1.149 1.845  C3 1.240
15 H -0.960 1.469 1.275  C4 1.119
16 H 0.802 -0.703 0.004  C5 1.104
17 H 0.963 0.998 -0.394  C5 1.032
18 H -1.736 0.153 -0.404  N6 1.077
19 H -1.656 -1.162 -2.357  C7 1.183
20 H 0.102 -0.757 -2.531  C7 1.022
21 H -0.948 0.231 -2.951  C7 1.003
22 H 4.746 -0.826 -5.250  O24 0.907
23 H 3.789 -2.021 -5.797  O24 0.895
24 O 3.975 -1.173 -5.579  H22 0.907, H23 0.895

The multiplicity is 2. The calculation puts the lowest unoccupied orbital energy (spin up / spin down) at 3.2 / 3.4 eV. The net charge is -1. The gap between HOMO and LUMO (spin up / spin down) is 1.8 / 8.9 eV. As for the HOMO energy (spin up / spin down): 0.05167 / -0.20355 Ha. The energy relative to the best compared isomer or geometry (same formula, charge and spin) comes out at 76.8 kcal/mol. For the total energy, the calculation gives -384.673158 Eh. Its maximum force is 5.3 eV/A.

---

(2)
Formula: H36O18
Source: the Open Molecules 2025 dataset
Level of theory: ωB97M-V/def2-TZVPD

Each atom is followed by the atoms it is bonded to, with distances in Å.
Atoms and positions in Å:
1 O -0.742 -1.147 -0.531  H2 0.975, H3 0.963
2 H -1.137 -0.715 0.248  O1 0.975
3 H 0.047 -0.662 -0.795  O1 0.963
4 O 4.466 -0.978 -2.674  H5 0.969, H6 0.962
5 H 4.043 -0.199 -3.067  O4 0.969
6 H 4.133 -1.629 -3.298  O4 0.962
7 O -4.507 -0.760 -3.864  H8 0.960, H9 0.965
8 H -4.630 -1.591 -4.329  O7 0.960
9 H -4.714 -1.100 -2.985  O7 0.965
10 O 0.794 -4.276 1.860  H11 0.955, H12 0.962
11 H 0.770 -4.193 0.909  O10 0.955
12 H -0.127 -4.146 2.107  O10 0.962
13 O 1.068 -2.015 3.080  H14 0.992, H15 0.962
14 H 1.383 -2.952 3.005  O13 0.992
15 H 1.105 -1.828 4.023  O13 0.962
16 O 2.635 1.605 -3.288  H17 0.955, H18 0.981
17 H 2.153 2.299 -2.843  O16 0.955
18 H 1.963 0.906 -3.139  O16 0.981
19 O 2.343 0.595 -0.363  H20 0.956, H21 0.950
20 H 2.765 0.462 -1.210  O19 0.956
21 H 2.862 0.109 0.267  O19 0.950
22 O 0.405 3.214 0.294  H23 0.949, H24 0.958
23 H 1.129 3.802 0.467  O22 0.949
24 H 0.796 2.340 0.258  O22 0.958
25 O -2.185 0.075 1.225  H26 0.970, H27 0.962
26 H -1.979 0.995 1.454  O25 0.970
27 H -2.895 -0.013 1.868  O25 0.962
28 O 2.516 4.761 1.418  H29 0.964, H30 0.955
29 H 2.264 5.370 2.121  O28 0.964
30 H 3.007 5.259 0.768  O28 0.955
31 O -2.849 3.254 0.313  H32 0.967, H33 0.967
32 H -2.042 3.544 0.761  O31 0.967
33 H -2.475 3.079 -0.562  O31 0.967
34 O -1.545 -3.459 3.349  H35 0.970, H36 0.950
35 H -1.271 -2.625 2.937  O34 0.970
36 H -0.976 -3.400 4.108  O34 0.950
37 O 0.490 -0.024 -3.444  H38 0.964, H39 0.961
38 H 0.340 -0.330 -4.345  O37 0.964
39 H -0.413 0.241 -3.253  O37 0.961
40 O 0.194 -5.112 -3.047  H41 0.950, H42 0.960
41 H 0.780 -4.940 -3.775  O40 0.950
42 H 0.169 -4.308 -2.523  O40 0.960
43 O -1.076 -3.694 -0.313  H44 0.948, H45 1.001
44 H -0.905 -4.112 -1.146  O43 0.948
45 H -0.866 -2.733 -0.499  O43 1.001
46 O -0.322 2.144 5.224  H47 0.957, H48 0.963
47 H -1.113 2.498 5.629  O46 0.957
48 H 0.392 2.631 5.650  O46 0.963
49 O -2.198 1.071 -2.830  H50 0.962, H51 0.975
50 H -2.801 0.504 -3.321  O49 0.962
51 H -2.400 0.598 -2.002  O49 0.975
52 O 0.453 4.588 3.652  H53 0.976, H54 0.964
53 H 0.756 3.912 3.017  O52 0.976
54 H -0.454 4.308 3.484  O52 0.964

The calculation puts the lowest unoccupied orbital energy at -0.1 eV. The gap between HOMO and LUMO is 10.5 eV. As for the HOMO energy: -0.38928 Ha. The energy relative to the best compared isomer or geometry (same formula, charge and spin) comes out at 57.7 kcal/mol. For the total energy, the calculation gives -1375.895031 Eh. Its maximum force is 1.7 eV/A.

---

(3)
Formula: C6H13O
Source: the Open Molecules 2025 dataset
Level of theory: ωB97M-V/def2-TZVPD

Each atom is followed by the atoms it is bonded to, with distances in Å.
Atoms and positions in Å:
1 C 2.379 1.271 -0.499  C2 1.531, H8 1.116, H9 1.094, H10 1.093
2 C 1.821 -0.154 -0.485  C1 1.531, C3 1.587, H11 1.110, H12 1.106
3 C 0.625 -0.221 0.555  C2 1.587, C4 1.546, H13 1.095, H14 1.086
4 C -0.434 -1.273 0.150  C3 1.546, C5 1.501, H15 1.119, H16 1.094
5 C -1.576 -0.542 -0.492  C4 1.501, C6 1.634, H17 1.079, H18 1.099
6 C -2.503 0.195 0.634  C5 1.634, O7 1.319, H19 1.143, H20 1.163
7 O -2.071 0.040 1.870  C6 1.319
8 H 1.544 1.830 -0.984  C1 1.116
9 H 2.525 1.718 0.488  C1 1.094
10 H 3.256 1.470 -1.122  C1 1.093
11 H 1.138 -0.266 -1.352  C2 1.110
12 H 2.646 -0.889 -0.440  C2 1.106
13 H 0.156 0.768 0.558  C3 1.095
14 H 1.038 -0.356 1.550  C3 1.086
15 H -0.762 -1.621 1.161  C4 1.119
16 H 0.060 -2.091 -0.384  C4 1.094
17 H -1.256 0.262 -1.136  C5 1.079
18 H -2.360 -1.183 -0.919  C5 1.099
19 H -2.642 1.269 0.271  C6 1.143
20 H -3.585 -0.227 0.576  C6 1.163

The calculation puts the lowest unoccupied orbital energy at 3.8 eV. The net charge is -1. The gap between HOMO and LUMO is 6.0 eV. As for the HOMO energy: -0.07943 Ha. The energy relative to the best compared isomer or geometry (same formula, charge and spin) comes out at 24.8 kcal/mol. For the total energy, the calculation gives -311.592536 Eh. Its maximum force is 2.3 eV/A. As for the SMILES: CCCCCC[O-].

---

(4)
Formula: C11H14N2
Source: the Open Molecules 2025 dataset
Level of theory: ωB97M-V/def2-TZVPD

Each atom is followed by the atoms it is bonded to, with distances in Å.
Atoms and positions in Å:
1 C -1.601 0.604 -1.724  C2 1.496, H7 1.088, H8 1.089, H9 1.089
2 C -0.717 -0.525 -2.151  C1 1.496, C3 1.364, N6 1.370
3 C 0.500 -0.505 -2.766  C2 1.364, N4 1.368, H10 1.074
4 N 0.767 -1.805 -3.095  C3 1.368, C5 1.351, H11 1.006
5 C -0.257 -2.563 -2.645  N4 1.351, N6 1.305, H12 1.079
6 N -1.173 -1.816 -2.093  C2 1.370, C5 1.305
7 H -1.825 0.474 -0.668  C1 1.088
8 H -2.451 0.719 -2.394  C1 1.089
9 H -1.058 1.545 -1.796  C1 1.089
10 H 1.187 0.316 -2.854  C3 1.074
11 H 1.656 -2.108 -3.455  N4 1.006
12 H -0.269 -3.632 -2.495  C5 1.079
13 C -0.772 1.599 4.132  C14 1.518, H20 1.089, H21 1.090, H22 1.081
14 C -0.154 1.236 2.793  C13 1.518, C15 1.394, C19 1.390
15 C -0.418 0.014 2.176  C14 1.394, C16 1.382, H23 1.088
16 C 0.397 -0.472 1.172  C15 1.382, C17 1.393, H24 1.080
17 C 1.429 0.329 0.688  C16 1.393, C18 1.383, H25 1.085
18 C 1.618 1.594 1.215  C17 1.383, C19 1.393, H26 1.084
19 C 0.800 2.077 2.233  C14 1.390, C18 1.393, H27 1.080
20 H -0.002 1.369 4.866  C13 1.089
21 H -1.562 0.882 4.357  C13 1.090
22 H -1.109 2.625 4.132  C13 1.081
23 H -1.226 -0.554 2.632  C15 1.088
24 H 0.318 -1.482 0.796  C16 1.080
25 H 2.171 -0.116 0.032  C17 1.085
26 H 2.316 2.285 0.756  C18 1.084
27 H 1.021 3.056 2.632  C19 1.080

The calculation puts the lowest unoccupied orbital energy at 0.9 eV. The gap between HOMO and LUMO is 9.3 eV. As for the HOMO energy: -0.31081 Ha. The energy relative to the best compared isomer or geometry (same formula, charge and spin) comes out at 8.6 kcal/mol. For the total energy, the calculation gives -537.056302 Eh. Its maximum force is 1.5 eV/A. As for the SMILES: Cc1c[nH]cn1.Cc1ccccc1.

---

(5)
Formula: C8H18I2N5O7P
Source: the Open Molecules 2025 dataset
Level of theory: ωB97M-V/def2-TZVPD

Each atom is followed by the atoms it is bonded to, with distances in Å.
Atoms and positions in Å:
1 C 1.655 4.566 0.551  C2 1.601, H16 1.130, H17 1.128, H18 1.133
2 C 0.083 4.436 0.277  C1 1.601, O3 1.454, H19 1.128, H20 1.135
3 O -0.241 4.197 -1.120  C2 1.454, P4 1.658
4 P -0.307 2.588 -1.516  O3 1.658, O5 1.494, O6 1.683, O10 1.667
5 O -0.921 2.498 -2.875  P4 1.494
6 O -1.260 1.660 -0.485  P4 1.683, N7 1.400
7 N -2.565 1.525 -0.971  O6 1.400, C8 1.271
8 C -3.208 0.962 -0.030  N7 1.271, O9 1.161
9 O -3.922 0.590 0.807  C8 1.161
10 O 1.258 2.033 -1.652  P4 1.667, C11 1.451
11 C 1.532 0.880 -0.814  O10 1.451, I12 2.173, C13 1.634, H21 1.122
12 I 1.216 -0.928 -1.978  C11 2.173, I15 3.309
13 C 3.124 0.967 -0.457  C11 1.634, C14 1.599, I15 2.176, H22 1.129
14 C 3.283 0.333 1.002  C13 1.599, H23 1.128, H24 1.128, H25 1.125
15 I 4.391 0.003 -1.941  I12 3.309, C13 2.176
16 H 1.983 5.638 0.413  C1 1.130
17 H 2.215 3.873 -0.142  C1 1.128
18 H 1.794 4.279 1.638  C1 1.133
19 H -0.423 3.708 0.974  C2 1.128
20 H -0.360 5.451 0.528  C2 1.135
21 H 1.010 0.877 0.180  C11 1.122
22 H 3.334 2.074 -0.388  C13 1.129
23 H 2.396 -0.305 1.282  C14 1.128
24 H 4.184 -0.345 0.966  C14 1.128
25 H 3.421 1.179 1.730  C14 1.125
26 C -2.424 -3.167 -2.067  O27 1.218, N28 1.363, N29 1.361
27 O -1.299 -3.156 -2.533  C26 1.218
28 N -2.750 -3.879 -0.951  C26 1.363, H30 1.003, H31 1.006
29 N -3.453 -2.468 -2.620  C26 1.361, H32 1.006, H33 1.003
30 H -3.670 -3.902 -0.552  N28 1.003
31 H -2.014 -4.408 -0.515  N28 1.006
32 H -3.250 -1.929 -3.445  N29 1.006
33 H -4.386 -2.464 -2.252  N29 1.003
34 C 0.430 -3.413 2.170  O35 1.218, N36 1.362, N37 1.362
35 O 1.556 -3.396 1.707  C34 1.218
36 N 0.106 -4.125 3.286  C34 1.362, H38 1.003, H39 1.005
37 N -0.604 -2.723 1.613  C34 1.362, H40 1.006, H41 1.003
38 H -0.815 -4.153 3.683  N36 1.003
39 H 0.843 -4.648 3.725  N36 1.005
40 H -0.404 -2.185 0.787  N37 1.006
41 H -1.538 -2.723 1.980  N37 1.003

The calculation puts the lowest unoccupied orbital energy at -0.4 eV. The gap between HOMO and LUMO is 7.8 eV. As for the HOMO energy: -0.30330 Ha. For the total energy, the calculation gives -2052.850038 Eh. Its maximum force is 6.1 eV/A.

---

(6)
Formula: C6H20N6
Source: the Open Molecules 2025 dataset
Level of theory: ωB97M-V/def2-TZVPD

Each atom is followed by the atoms it is bonded to, with distances in Å.
Atoms and positions in Å:
1 C 1.882 -0.412 -1.539  C2 1.528, H13 1.087, H14 1.085, H15 1.088
2 C 1.098 0.737 -0.903  C1 1.528, C3 1.527, C4 1.530, H16 1.101
3 C 0.130 1.325 -1.927  C2 1.527, H17 1.086, H18 1.086, H19 1.088
4 C 0.417 0.253 0.378  C2 1.530, C5 1.526, N10 1.614, H20 1.093
5 C -0.987 -0.330 0.245  C4 1.526, C6 1.533, N7 1.467, H21 1.088
6 C -1.616 -0.540 1.628  C5 1.533, H22 1.087, H23 1.088, H24 1.083
7 N -0.887 -1.560 -0.547  C5 1.467, N8 1.411, N9 1.417
8 N -0.169 -2.555 0.148  N7 1.411, H25 1.026, H26 1.015
9 N -2.171 -1.944 -1.006  N7 1.417, H27 1.017, H28 1.025
10 N 0.338 1.390 1.520  C4 1.614, N11 1.411, N12 1.401
11 N 1.589 1.627 2.128  N10 1.411, H29 1.025, H30 1.015
12 N -0.192 2.565 0.971  N10 1.401, H31 1.016, H32 1.025
13 H 2.599 -0.832 -0.839  C1 1.087
14 H 1.189 -1.194 -1.833  C1 1.085
15 H 2.419 -0.063 -2.419  C1 1.088
16 H 1.823 1.517 -0.627  C2 1.101
17 H -0.515 0.540 -2.310  C3 1.086
18 H -0.482 2.102 -1.478  C3 1.086
19 H 0.686 1.753 -2.759  C3 1.088
20 H 1.039 -0.511 0.851  C4 1.093
21 H -1.628 0.337 -0.328  C5 1.088
22 H -0.947 -1.108 2.269  C6 1.087
23 H -2.569 -1.058 1.538  C6 1.088
24 H -1.787 0.427 2.085  C6 1.083
25 H -0.715 -3.000 0.895  N8 1.026
26 H 0.136 -3.271 -0.504  N8 1.015
27 H -2.070 -2.562 -1.807  N9 1.017
28 H -2.719 -2.427 -0.287  N9 1.025
29 H 2.363 1.667 1.456  N11 1.025
30 H 1.772 0.879 2.789  N11 1.015
31 H -0.547 3.133 1.735  N12 1.016
32 H 0.519 3.114 0.478  N12 1.025

The calculation puts the lowest unoccupied orbital energy at 1.0 eV. The gap between HOMO and LUMO is 9.6 eV. As for the HOMO energy: -0.31762 Ha. The energy relative to the best compared isomer or geometry (same formula, charge and spin) comes out at 0.0 kcal/mol. For the total energy, the calculation gives -569.020492 Eh. Its maximum force is 2.7 eV/A. As for the SMILES: CC(C)[C@H]([C@H](C)N(N)N)N(N)N.